Entry from the Open Molecules 2025 dataset: a structure of composition C34H46BBrIrN10O2S (the ωB97M-V functional and the def2-TZVPD basis).

```
96
Properties=species:S:1:pos:R:3
H 4.197 -0.122 -2.764
C -0.043 -2.957 -4.257
C -2.562 0.245 -0.394
C -1.133 1.319 3.912
N -3.982 -0.016 2.957
N -0.627 4.109 -2.294
C 2.269 -4.500 -1.271
H 1.958 1.973 3.522
H -0.954 -1.347 -3.097
H 0.290 5.369 -0.072
C 0.840 -1.979 -5.020
H -2.469 -2.563 4.149
H 1.704 6.689 -4.387
H 3.053 1.401 2.242
H 2.915 -2.536 5.562
H -4.597 1.024 -0.744
C -3.531 1.179 -0.743
C 1.235 -1.227 5.258
C -1.598 4.363 -3.228
C -2.921 -1.156 -0.013
H 2.532 1.175 -4.795
C 0.015 5.867 -3.367
Br 2.649 -0.821 0.873
N 1.021 2.307 0.579
C 1.026 2.187 -3.542
C -2.852 2.319 -1.124
H 3.073 -1.379 -3.262
H -2.128 -1.710 0.463
H 3.273 2.979 2.959
N -1.338 0.818 -0.572
H -1.370 1.905 1.875
C -4.461 -2.149 4.796
S 0.702 -2.266 -1.735
C 0.507 -0.468 4.341
H 0.273 -1.097 -5.322
C 2.344 -5.955 -0.823
C -0.885 1.221 2.564
H 0.495 -3.887 -4.049
H -2.453 3.724 -3.369
H 0.433 -3.990 -0.184
Ir 0.533 0.330 0.127
C -3.034 -0.969 3.117
N -3.220 -1.896 4.069
N 0.404 3.278 -0.143
C 0.834 -3.991 -1.199
H -3.779 -1.126 0.656
C 1.993 1.259 -3.867
H -0.899 -3.249 -4.867
C 2.016 -1.146 2.626
H 2.637 -4.405 -2.296
H 1.985 -6.075 0.200
C 2.349 -1.957 4.845
H 0.299 7.750 -4.334
C 0.860 -0.482 2.970
H 1.841 5.048 2.164
H 3.370 -6.316 -0.863
C 1.439 4.288 1.517
C 3.219 -0.559 -2.559
H -3.251 -1.675 -0.914
C 2.770 -1.893 3.529
H -0.690 0.513 5.846
H 0.168 -4.582 -1.829
H 0.619 3.004 -4.115
H 2.916 -3.876 -0.647
H -4.862 -0.051 3.442
H -4.559 -1.496 5.663
N -1.547 2.090 -1.022
C -0.486 0.451 4.782
H 1.289 7.515 -2.888
O 0.043 -1.565 -0.488
H 0.947 -1.228 6.302
N 0.377 5.038 -2.410
N 0.636 1.975 -2.283
H -3.933 0.544 2.122
H -5.324 -2.024 4.143
H -3.222 3.275 -1.452
C 2.522 2.263 2.633
H 1.235 -2.444 -5.921
H 1.689 -1.640 -4.423
C -0.609 -2.374 -2.958
C 1.661 2.920 1.607
H 3.256 -0.982 -1.560
H -1.411 -2.978 -2.533
C -1.234 5.477 -3.919
N 1.332 0.925 -1.757
H 1.742 -6.597 -1.467
C 2.172 0.491 -2.725
C 0.654 4.472 0.397
H -1.840 2.044 4.292
B -0.304 2.918 -1.472
C 0.092 0.272 1.987
H -4.461 -3.180 5.136
H -1.780 5.958 -4.712
C 0.873 7.022 -3.765
H 3.677 -2.393 3.216
O -1.985 -0.958 2.431
```

Computed properties:
**LUMO energy**: -11.57 eV
**Charge**: +3
**Gap between HOMO and LUMO**: 3.9 eV